[1]
ORCA calculation (ωB97M-V/def2-TZVPD) on C22H24ClHfI2O2P2 as an isolated structure.

Structure (XYZ):
```
54
Properties=species:S:1:pos:R:3:forces:R:3:nbo_charge:R:1
I -2.56869 -3.31540 2.63617 -0.075 0.300 -0.784 0.16
I -3.12145 -2.52962 0.09827 -0.037 0.235 0.741 0.04
Hf -0.19752 0.80338 -0.89650 0.166 5.412 -2.910 2.13
P 0.92580 -1.46367 -1.26626 1.749 -2.063 0.138 0.71
C 0.32520 -3.02044 -0.63974 -0.697 -0.440 -0.157 -0.94
C 1.50558 -1.83958 -2.94172 -0.368 0.361 -0.670 -0.92
H 2.91598 -0.38056 -0.30293 0.078 -0.504 0.020 0.27
H 3.13482 -2.11794 -0.72444 -0.127 0.189 0.291 0.29
H 2.22624 -1.65618 0.76004 0.196 0.081 -0.267 0.26
C 2.45644 -1.37546 -0.27750 0.371 0.522 0.184 -0.91
H 1.88542 -0.94849 -3.46264 -0.041 -0.323 0.095 0.27
H 2.29722 -2.60071 -2.88098 -0.197 0.247 0.113 0.29
H 0.96210 -3.80472 -1.05104 0.090 -0.027 0.135 0.29
H -0.69714 -3.18449 -0.97551 0.171 -0.249 0.090 0.27
H 0.65799 -2.25706 -3.50121 0.237 0.113 -0.045 0.28
H 0.37185 -3.02981 0.45185 -0.120 -0.105 -0.118 0.26
C -0.34368 -0.12150 0.96634 -0.861 -3.834 9.362 0.37
O -0.42165 -0.55494 2.05275 0.578 2.228 -5.798 -0.25
Cl 1.87023 1.90453 -0.85620 -1.424 -0.822 -0.176 -0.28
O -1.19216 2.33174 -0.08121 0.629 -2.160 -0.761 -1.14
P -1.41447 3.44331 1.05177 -0.244 1.456 1.269 1.89
C -2.22922 2.66715 2.45613 -0.303 -0.311 0.153 -0.41
C -3.64286 2.55891 2.44644 0.235 0.049 0.086 -0.18
C -4.30423 1.96403 3.52571 0.138 0.019 0.054 -0.19
C -3.58906 1.49248 4.63657 0.312 -0.119 -0.589 -0.13
C -2.19079 1.55914 4.63455 0.018 -0.116 -0.038 -0.19
C -1.52283 2.13515 3.55263 -0.029 -0.067 0.197 -0.22
C 0.22136 4.11343 1.43280 0.284 -0.042 -0.209 -0.49
C 0.62161 5.37219 0.91982 -0.351 -0.353 0.230 -0.15
C 1.94062 5.81300 1.08218 -0.210 -0.003 0.082 -0.19
C 2.85706 5.05620 1.82194 -0.329 -0.258 -0.404 -0.13
C 2.46561 3.81236 2.33610 -0.073 -0.172 -0.095 -0.22
C 1.17276 3.32960 2.11269 0.428 0.030 -0.032 -0.13
C -2.44639 4.69066 0.30599 -0.453 0.103 -0.465 -0.50
C -2.69041 4.63135 -1.08244 0.093 0.175 0.213 -0.11
C -3.38052 5.66465 -1.71440 -0.010 0.063 0.085 -0.21
C -3.84778 6.76740 -0.98376 0.196 -0.298 0.265 -0.13
C -3.65617 6.79846 0.40653 0.254 -0.350 0.239 -0.18
C -2.97354 5.76020 1.06404 0.155 -0.097 -0.380 -0.16
H -4.21047 2.96364 1.60395 0.103 -0.157 0.311 0.24
H -5.38956 1.85657 3.51595 0.303 0.167 -0.071 0.25
H -4.10802 1.00983 5.46231 0.052 0.240 -0.136 0.25
H -1.60609 1.13453 5.46686 -0.394 0.367 -0.463 0.25
H -0.43998 2.15495 3.58812 -0.288 0.172 0.119 0.22
H -0.13407 5.99123 0.42660 0.464 -0.130 0.019 0.25
H 2.24760 6.75788 0.62469 -0.144 -0.314 0.278 0.26
H 3.88885 5.39718 1.92449 -0.365 -0.055 0.115 0.26
H 3.18325 3.18302 2.87614 -0.309 0.356 -0.207 0.25
H 0.94536 2.31183 2.44626 0.120 0.446 -0.112 0.18
H -2.33537 3.77531 -1.66509 -0.137 0.450 0.142 0.19
H -3.54049 5.61102 -2.79005 -0.018 0.056 0.260 0.25
H -4.36255 7.59261 -1.49343 0.247 -0.446 0.286 0.26
H -4.01737 7.63201 1.01048 0.014 -0.220 -0.285 0.26
H -2.83293 5.76719 2.15042 -0.079 0.197 -0.402 0.24
```
Positions in Å, forces in eV/Å.

Values from the calculation:
**Lowest unoccupied orbital energy**: -0.4634 Ha
**Kohn-Sham gap**: 4.4 eV
**Charge**: +3
**2S+1**: 1



[2]
ORCA calculation (ωB97M-V/def2-TZVPD) on C22H24F6N4O6Rh as an isolated structure.

Structure (XYZ):
```
63
Properties=species:S:1:pos:R:3:forces:R:3:nbo_charge:R:1
Rh -0.06176 0.00259 0.14488 1.518 1.241 -0.377 1.16
F 5.52118 3.24376 -0.61868 0.036 -0.026 -0.054 -0.32
C 5.43108 1.92552 -0.35001 0.016 0.011 -0.047 0.32
C 4.21114 1.32238 -0.41122 -0.145 0.044 -0.073 -0.19
C 4.09475 -0.04244 -0.13964 0.027 0.069 -0.227 -0.09
C 2.78405 -0.66793 -0.16304 0.250 -0.271 -0.060 0.52
O 1.83002 -0.09375 -0.73734 -0.633 0.171 0.509 -0.61
C 2.70980 -1.93844 0.45650 -0.174 -0.047 0.172 -0.31
C 3.85617 -2.63744 0.67436 0.167 0.128 -0.026 0.15
N 5.09890 -2.13283 0.48658 -0.164 -0.096 0.129 -0.34
C 6.26544 -2.98804 0.50441 0.055 0.094 -0.081 -0.07
C 6.30954 -4.23772 1.31596 -0.053 -0.089 0.063 -0.41
C 7.15957 -3.06528 1.70826 0.157 0.076 0.123 -0.43
C 5.23577 -0.78624 0.17695 0.037 -0.017 0.039 0.19
C 6.47928 -0.14608 0.22156 0.125 -0.078 -0.078 -0.30
C 6.59697 1.21045 -0.03116 -0.030 0.038 0.119 0.20
N 7.85643 1.83668 0.10990 0.019 -0.002 -0.027 -0.49
C 7.98607 3.27185 0.32830 -0.031 -0.141 0.040 -0.23
C 9.37785 3.52487 0.94576 -0.223 0.159 -0.109 -0.24
N 9.81980 2.24420 1.58856 0.058 0.079 -0.057 -0.49
C 10.16125 1.22908 0.53655 -0.040 -0.221 -0.267 -0.23
C 9.03736 1.27364 -0.51801 -0.086 0.125 0.010 -0.24
C 1.39695 -2.54643 0.88835 0.012 0.083 -0.377 0.78
O 1.33146 -3.74546 1.05952 -0.010 0.016 0.167 -0.61
O 0.46264 -1.68445 1.13599 -1.181 -0.483 -0.013 -0.74
H 3.32313 1.89090 -0.66258 0.016 -0.001 0.043 0.29
H 3.78171 -3.65719 1.02458 -0.008 -0.034 -0.104 0.25
H 6.74803 -3.01908 -0.46558 0.004 -0.043 0.000 0.22
H 6.77638 -5.09985 0.86289 0.027 0.033 -0.032 0.24
H 5.47848 -4.48520 1.96053 -0.006 0.080 0.015 0.24
H 8.22880 -3.10886 1.54469 -0.021 -0.060 -0.041 0.22
H 6.86900 -2.52293 2.59875 -0.116 0.010 -0.056 0.23
H 7.35870 -0.71353 0.49400 -0.023 0.006 0.048 0.22
H 7.20682 3.59070 1.01668 0.016 0.038 0.013 0.24
H 7.88949 3.86496 -0.58438 0.024 0.011 -0.009 0.23
H 9.33551 4.31474 1.69106 0.071 -0.053 0.071 0.25
H 10.12129 3.79218 0.19823 0.071 -0.081 0.027 0.23
H 9.01404 1.88551 2.10696 0.051 -0.056 0.064 0.45
H 10.59485 2.38422 2.23490 0.011 0.014 -0.004 0.45
H 10.23636 0.25497 1.01599 -0.034 0.049 0.113 0.23
H 11.12739 1.48178 0.10474 0.031 0.092 0.113 0.23
H 8.83035 0.27707 -0.89556 0.035 -0.020 0.021 0.25
H 9.34861 1.88618 -1.37200 -0.002 -0.014 -0.016 0.21
F 1.02881 5.07291 -0.93942 0.008 -0.027 0.001 -0.32
C 1.12513 4.34915 0.18435 -0.025 0.024 0.025 0.88
F 2.40102 3.91950 0.26900 0.004 0.043 0.018 -0.34
F 0.91473 5.17169 1.21953 0.030 -0.013 0.007 -0.32
C 0.08346 3.18970 0.17711 0.298 0.034 0.144 0.71
O -1.08063 3.52654 0.13182 -0.056 -0.116 -0.049 -0.64
O 0.63023 2.03527 0.22144 -0.662 -0.067 -0.537 -0.77
F -0.52248 -0.20115 -2.51250 -0.097 0.093 -0.157 -0.34
C -0.82305 -0.94123 -1.42106 0.546 0.082 0.876 0.51
F -2.16653 -1.02123 -1.33821 -0.138 -0.149 -0.098 -0.34
H -0.39902 -1.94221 -1.51286 -0.014 -0.040 -0.067 0.14
C -3.61330 2.13407 1.59824 0.065 0.056 0.026 -0.71
C -2.74453 1.40184 0.62635 -0.183 -0.175 -0.095 0.74
N -3.06574 1.50632 -0.65844 0.118 -0.025 0.041 -0.76
O -1.80701 0.70154 1.06028 0.264 -0.616 0.073 -0.66
H -4.63727 2.19532 1.23457 -0.008 0.026 0.036 0.23
H -3.20838 3.14187 1.70204 0.005 0.001 0.006 0.27
H -3.58693 1.63923 2.56447 0.017 -0.016 -0.015 0.25
H -3.73962 2.19009 -0.95261 -0.010 0.028 0.053 0.41
H -2.46862 1.10690 -1.36114 -0.016 0.021 -0.051 0.41
```
Positions in Å, forces in eV/Å.

Values from the calculation:
**Lowest unoccupied orbital energy (alpha / beta)**: -0.1250 / -0.1250 Ha
**Kohn-Sham gap (alpha / beta)**: 7.4 / 7.4 eV
**Energy above the lowest of the compared OMol25 structures with the same formula, charge and spin**: 191.2 kJ/mol
**Charge**: +1
**2S+1**: 1



[3]
ORCA calculation (ωB97M-V/def2-TZVPD) on C22H24FN3O3 as an isolated structure.

Structure (XYZ):
```
53
Properties=species:S:1:pos:R:3:forces:R:3:nbo_charge:R:1
O 1.37469 2.68232 0.02902 -0.002 -0.013 0.001 -0.64
C 2.17517 1.90137 -0.46398 -0.024 0.044 0.039 0.65
C 2.87131 0.84649 0.30078 0.022 -0.011 -0.039 -0.36
C 2.47829 0.45098 1.51182 -0.036 -0.010 0.006 0.16
C 3.10933 -0.69080 2.27316 -0.017 -0.027 0.006 -0.46
C 2.67799 -0.45678 3.72327 -0.009 0.065 -0.017 -0.39
C 1.25729 0.09078 3.56110 -0.015 -0.075 -0.027 -0.41
C 1.36157 1.02737 2.35102 0.045 0.053 0.013 -0.47
N 2.47464 1.93361 -1.80556 0.021 -0.049 -0.023 -0.61
C 1.53451 2.57440 -2.70813 0.001 0.029 0.010 -0.25
C 0.38759 1.64705 -2.98993 0.025 -0.032 0.024 0.27
C -0.96363 1.99587 -3.63543 -0.031 -0.008 0.011 -0.43
C -1.30859 0.58599 -3.07049 0.048 -0.163 0.025 0.11
N -2.67771 0.13180 -2.96544 -0.116 0.182 -0.067 -0.62
C -3.36145 0.03697 -1.77200 0.149 0.133 0.087 0.66
O -4.47110 0.51426 -1.61590 -0.074 -0.145 -0.046 -0.60
C -2.71123 -0.71197 -0.67982 -0.009 -0.010 -0.007 0.04
C -1.73258 -1.66390 -0.68093 -0.002 0.003 -0.007 -0.25
C -1.56807 -2.07105 0.67738 0.015 0.008 0.007 -0.13
C -0.74609 -2.98587 1.33834 -0.003 -0.002 0.000 0.42
F 0.14751 -3.68692 0.61322 0.005 0.000 -0.003 -0.32
C -0.83527 -3.17839 2.68907 0.001 0.002 -0.001 -0.33
C -1.77237 -2.43255 3.43149 0.012 0.009 0.013 -0.18
C -2.59919 -1.50639 2.84084 -0.007 -0.006 -0.006 -0.26
C -2.48687 -1.33764 1.45584 -0.004 0.005 -0.007 0.16
N -3.16788 -0.51587 0.60210 0.003 -0.008 0.027 -0.50
C -0.34102 -0.27370 -3.88525 0.007 -0.008 -0.006 -0.08
O 0.84417 0.53169 -3.79572 0.001 0.000 0.009 -0.54
C -0.40444 0.95051 -1.86898 -0.011 0.018 -0.028 -0.43
H 3.69690 0.33609 -0.18605 -0.002 0.000 0.002 0.20
H 2.66432 -1.62604 1.91411 0.016 -0.006 -0.008 0.22
H 4.18595 -0.75814 2.11864 0.004 0.007 0.009 0.22
H 2.73210 -1.35569 4.33662 -0.008 -0.007 -0.005 0.21
H 3.31871 0.30209 4.18106 0.004 -0.009 0.013 0.20
H 0.57652 -0.73303 3.33015 -0.010 -0.002 0.015 0.20
H 0.87924 0.58945 4.45318 0.013 0.013 -0.003 0.21
H 1.64322 2.03927 2.65357 -0.013 -0.002 0.000 0.24
H 0.43700 1.13715 1.78522 -0.004 -0.010 -0.003 0.24
H 2.94248 1.12116 -2.17620 0.003 0.006 0.002 0.39
H 1.17348 3.48256 -2.23027 -0.004 -0.004 -0.005 0.24
H 2.04077 2.83680 -3.63766 -0.006 0.003 -0.002 0.22
H -1.49523 2.78379 -3.10495 0.003 0.012 -0.015 0.22
H -0.98641 2.13460 -4.71631 0.002 0.002 -0.001 0.21
H -3.27788 0.55636 -3.66154 -0.012 0.003 0.014 0.40
H -1.20963 -2.03971 -1.54296 0.004 -0.003 0.007 0.23
H -0.18733 -3.89840 3.16932 -0.001 -0.001 0.000 0.23
H -1.83303 -2.59395 4.49959 0.001 0.000 0.000 0.22
H -3.31138 -0.93635 3.42187 0.001 0.000 0.002 0.22
H -3.95159 0.07652 0.81860 0.002 0.012 -0.019 0.44
H -0.17342 -1.25791 -3.44168 0.012 0.003 -0.004 0.18
H -0.64606 -0.39188 -4.92766 0.000 0.003 0.000 0.18
H 0.09849 0.14721 -1.33505 0.006 0.002 0.000 0.22
H -0.86380 1.65844 -1.18249 -0.005 -0.006 0.006 0.24
```
Positions in Å, forces in eV/Å.

Values from the calculation:
**Lowest unoccupied orbital energy**: 0.0128 Ha
**Kohn-Sham gap**: 8.8 eV
**Energy above the lowest of the compared OMol25 structures with the same formula, charge and spin**: 198.9 kJ/mol
**2S+1**: 1



[4]
ORCA calculation (ωB97M-V/def2-TZVPD) on one molecule with the formula C22H24N2O6.

Structure (XYZ):
```
54
Properties=species:S:1:pos:R:3:forces:R:3:nbo_charge:R:1
C 7.37195 0.60619 1.72169 -0.410 -0.011 -0.199 -0.62
C 5.93909 0.24633 1.36310 0.198 -0.223 0.330 -0.06
O 5.54313 1.08244 0.28999 0.004 0.167 -0.169 -0.49
C 4.29751 0.97289 -0.21380 -0.331 0.024 -0.201 0.35
C 3.98125 1.84177 -1.26544 0.177 -0.083 0.179 -0.27
C 2.73971 1.80993 -1.84651 -0.109 -0.069 0.028 -0.13
C 1.74934 0.91839 -1.40259 0.391 0.078 -0.020 -0.19
C 2.07445 0.05052 -0.36031 -0.228 0.230 -0.328 -0.09
C 3.32614 0.07401 0.22358 0.373 -0.032 0.220 -0.34
H 3.53433 -0.62051 1.02187 0.043 -0.053 0.075 0.22
H 1.37011 -0.67821 -0.00164 -0.030 -0.033 0.093 0.22
C 0.44680 0.97376 -2.06206 -0.489 -0.098 -0.011 0.50
C -0.75581 0.48748 -1.59134 -0.177 0.191 -0.200 -0.30
C -1.97900 0.82019 -2.26554 0.777 0.212 -0.353 0.45
O -2.10040 1.40275 -3.34325 -0.198 -0.069 0.172 -0.58
C -3.11564 0.38018 -1.36703 -0.541 -0.067 0.300 0.60
O -4.30917 0.51368 -1.56972 0.009 0.098 -0.306 -0.63
N -2.54746 -0.17632 -0.28073 0.107 0.147 -0.153 -0.38
C -3.28296 -0.71172 0.83568 -0.271 0.145 0.382 -0.27
H -3.05428 -1.77707 0.95683 -0.031 0.026 -0.016 0.20
C -2.94146 0.01173 2.15069 0.043 -0.233 -0.155 -0.06
O -3.04361 1.40920 2.08764 0.077 -0.060 -0.196 -0.54
C -4.32458 1.97447 2.29669 -0.326 0.316 -0.337 -0.09
C -5.14248 2.23543 1.01975 0.176 0.071 0.536 -0.09
O -5.87276 1.10485 0.60949 -0.097 -0.267 -0.203 -0.76
H -5.57244 0.85029 -0.28156 0.010 0.074 0.189 0.51
H -5.85700 3.03852 1.24399 0.127 0.010 -0.008 0.17
H -4.46628 2.58388 0.23399 -0.009 0.041 -0.003 0.18
H -4.13149 2.93638 2.78170 -0.086 -0.062 0.004 0.18
H -4.91581 1.34469 2.97255 0.010 0.039 0.007 0.17
H -3.59051 -0.39407 2.93934 0.090 -0.005 -0.052 0.18
H -1.89982 -0.19088 2.41969 -0.109 -0.080 0.036 0.18
H -4.34575 -0.59367 0.61328 0.192 -0.103 0.049 0.26
C -1.10198 -0.29817 -0.35703 0.385 0.022 -0.032 -0.08
C -0.75729 -1.77102 -0.50081 -0.033 -0.102 0.034 0.21
N -0.01241 -2.30605 0.45611 -0.069 0.400 0.249 -0.46
C 0.28683 -3.59192 0.38149 0.064 -0.465 -0.087 0.05
C -0.14563 -4.41356 -0.64656 0.019 0.067 0.048 -0.26
C -0.92849 -3.85487 -1.64584 -0.024 0.143 0.039 -0.16
C -1.24287 -2.50863 -1.57479 0.102 -0.128 0.106 -0.25
H -1.85246 -2.03668 -2.33028 -0.056 0.026 -0.096 0.23
H -1.28905 -4.45776 -2.46601 -0.026 -0.046 -0.061 0.22
H 0.12065 -5.45839 -0.66491 0.039 -0.088 0.018 0.22
H 0.89919 -3.97182 1.18853 0.046 -0.140 0.017 0.19
H -0.63764 0.10028 0.55058 -0.021 -0.104 -0.065 0.24
O 0.45452 1.63520 -3.21261 -0.071 0.010 0.067 -0.65
H -0.48099 1.70122 -3.56041 0.048 -0.123 0.173 0.52
H 2.50713 2.48638 -2.65338 0.026 0.046 -0.047 0.24
H 4.73727 2.53300 -1.60231 0.081 0.089 -0.046 0.23
H 5.87572 -0.80755 1.05998 -0.069 0.123 0.032 0.17
H 5.27873 0.40606 2.22599 0.014 -0.050 -0.134 0.18
H 7.71466 -0.01631 2.54305 0.050 -0.056 0.084 0.22
H 8.01929 0.45282 0.86276 0.095 -0.028 -0.050 0.22
H 7.42975 1.65025 2.01640 0.039 0.085 0.059 0.22
```
Positions in Å, forces in eV/Å.

Values from the calculation:
**Lowest unoccupied orbital energy**: -0.0205 Ha
**Kohn-Sham gap**: 8.0 eV
**Energy above the lowest of the compared OMol25 structures with the same formula, charge and spin**: 243.9 kJ/mol
**2S+1**: 1